DFT (ωB97M-V/def2-TZVPD) results for one molecule with the formula C3H4FNS in a non-equilibrium geometry.

Geometry (Å):
S 1.599 -1.292 -0.426
F 2.582 -0.255 0.522
N -0.283 1.608 -0.186
C -0.798 0.325 -0.422
C 0.061 -0.873 0.216
C 0.245 2.573 0.227
H -1.835 0.268 0.117
H -0.021 -0.865 1.255
H -0.606 -1.689 0.137
H -0.943 0.199 -1.440

Values from the calculation:
Total energy in hartree: -669.42608
Kohn-Sham gap in eV: 9.6
HOMO level in eV: -9.67
Net charge: 0
Energy above the lowest of the compared OMol25 structures with the same formula, charge and spin in kcal per mole: 45.82


DFT (ωB97M-V/def2-TZVPD) results for a 2-piece molecular cluster, C6H8O2 overall.

Geometry (Å):
O 2.779 -1.087 1.955
O 0.260 -1.483 0.682
C 2.571 -0.092 2.765
C -0.309 -0.859 -0.134
C -0.931 -0.172 -1.033
C -1.688 1.082 -0.675
C -0.933 -0.594 -2.480
C 2.429 0.832 3.512
H 1.947 -1.367 1.538
H 2.326 1.627 4.182
H -2.738 0.968 -0.941
H -1.283 1.927 -1.230
H -1.615 1.293 0.388
H -0.363 -1.508 -2.623
H -0.496 0.193 -3.094
H -1.956 -0.762 -2.814

Values from the calculation:
Total energy in hartree: -383.78268
Kohn-Sham gap in eV: 9.7
HOMO level in eV: -9.06
Net charge: 0
Energy above the lowest of the compared OMol25 structures with the same formula, charge and spin in kcal per mole: 79.97


DFT (ωB97M-V/def2-TZVPD) results for one molecule with the formula C4H7NOSi in a non-equilibrium geometry.

Geometry (Å):
Si 2.678 0.532 0.095
O 1.421 0.176 1.076
N 2.903 -0.499 -1.159
C -1.214 0.281 -0.538
C -0.465 -0.834 -0.007
C 0.610 -0.801 0.833
C -2.513 0.549 -0.717
H -0.533 1.196 -0.872
H 0.939 -1.767 1.238
H -3.382 0.026 -0.221
H 3.097 1.782 0.864
H -2.876 1.470 -1.146
H -0.968 -1.845 -0.001
H 3.591 -0.233 -1.777

Values from the calculation:
Total energy in hartree: -576.02119
Kohn-Sham gap in eV: 8.8
HOMO level in eV: -8.50
Net charge: 0
Energy above the lowest of the compared OMol25 structures with the same formula, charge and spin in kcal per mole: 74.06


DFT (ωB97M-V/def2-TZVPD) results for an isolated ion of composition C5H6N and charge +1 in a non-equilibrium geometry.

Geometry (Å):
N -0.477 0.371 0.186
C 2.150 0.136 0.018
C -1.634 0.247 0.160
C 3.457 0.112 -0.255
C 0.883 -0.042 0.367
C -3.027 0.028 -0.124
H 4.104 0.534 0.480
H -3.677 0.493 0.717
H 3.813 -0.371 -1.113
H -3.154 0.402 -1.219
H 0.776 -0.906 0.995
H -3.215 -1.003 -0.213

Values from the calculation:
Total energy in hartree: -248.48068
Kohn-Sham gap in eV: 10.1
HOMO level in eV: -14.55
Net charge: +1
Energy above the lowest of the compared OMol25 structures with the same formula, charge and spin in kcal per mole: 84.72


DFT (ωB97M-V/def2-TZVPD) results for a 2-piece molecular cluster, C4H14N3S overall in a non-equilibrium geometry.

Geometry (Å):
S 0.290 -1.347 -2.201
N -1.162 -0.420 4.158
N 0.774 -1.294 1.115
N -0.132 2.688 -2.436
C 0.144 1.406 -1.875
C 0.175 0.317 -2.954
C -0.264 -0.961 3.291
C -0.413 -1.041 1.963
H 1.417 -0.499 1.069
H 0.557 3.037 -3.115
H -1.298 -0.766 1.412
H 1.043 0.453 -3.592
H 0.116 -2.019 -3.347
H -0.761 0.367 -3.507
H 0.506 -1.479 0.137
H 1.333 -2.087 1.444
H -1.090 -0.804 5.093
H -0.608 1.190 -1.112
H -0.326 3.439 -1.763
H 0.697 -1.203 3.736
H 1.128 1.464 -1.367
H -2.127 -0.441 3.853

Values from the calculation:
Total energy in hartree: -722.54266
Kohn-Sham gap (spin up / spin down) in eV: 9.1 / 3.6
2S+1: 2
HOMO level (spin up / spin down) in eV: -15.63 / -15.63
Net charge: +2
Energy above the lowest of the compared OMol25 structures with the same formula, charge and spin in kcal per mole: 18.96


DFT (ωB97M-V/def2-TZVPD) results for C30H75N5Na4O14P as an isolated structure in a non-equilibrium geometry.

Geometry (Å):
P -0.915 -0.950 0.796
Na 0.988 -1.731 2.937
Na 0.403 -2.565 -1.201
Na -2.499 1.252 1.475
Na -2.185 -3.026 2.191
O 2.333 -1.906 -2.427
O -0.279 -2.373 1.027
O -0.606 -4.671 -1.634
O -2.434 -0.991 1.201
O -1.996 5.292 3.022
O -2.474 -1.535 -6.312
O -0.805 -0.536 -0.694
O 5.021 -3.547 1.110
O 4.430 2.444 0.525
O -1.041 4.396 -3.084
O 2.517 -0.181 4.685
O -4.440 1.613 -0.299
O -0.199 0.046 1.725
O -3.561 1.352 3.843
N -0.550 -1.280 -3.189
N 2.459 0.111 1.724
N -1.612 2.174 -0.826
N -0.934 2.410 2.957
N 1.660 -4.508 0.146
C -0.412 2.818 -1.323
C -0.249 3.620 2.532
C -0.321 -5.194 -2.908
C 5.743 -2.415 1.511
C 3.051 -4.705 0.588
C 0.999 -5.795 -0.149
C 1.851 -0.632 -2.838
C -1.764 -1.167 -3.952
C 0.608 -0.587 -3.751
C -5.522 0.687 -0.123
C -4.398 0.218 3.750
C 3.626 -3.353 0.963
C -0.507 4.270 -1.776
C 1.667 -0.628 5.707
C -0.780 5.671 -3.627
C -3.841 -1.254 -6.148
C 2.873 1.101 2.719
C -1.907 -2.101 -5.150
C 3.335 0.185 0.544
C 2.529 -2.823 -3.500
C -3.745 1.216 -1.474
C -0.455 -5.584 -0.554
C 3.512 1.575 -0.100
C -1.423 2.348 4.337
C -2.694 2.242 -1.816
C -2.362 1.172 4.562
C -3.324 4.797 2.976
C 5.771 2.017 0.403
C -1.152 4.747 2.025
C 2.091 1.005 4.024
H -0.964 -5.071 0.267
H 3.199 -2.317 -4.206
H 3.198 -2.923 1.874
H -3.243 0.242 -1.377
H -1.989 -0.126 -4.246
H 1.512 -6.382 -0.910
H 3.493 -2.679 0.111
H -0.544 2.217 4.988
H -2.528 -2.963 -4.859
H 1.026 0.919 3.771
H 0.378 3.960 3.370
H -0.395 -4.423 -3.675
H -3.170 3.218 -1.903
H -1.476 5.897 -4.429
H 0.298 0.466 -3.855
H 6.015 1.789 -0.640
H -0.798 6.475 -2.885
H 3.655 -5.158 -0.192
H -1.778 0.258 4.339
H -1.091 -5.916 -3.213
H 0.091 2.255 -2.124
H -4.213 -0.759 -7.040
H -4.425 -2.156 -5.930
H 6.395 2.819 0.789
H 1.117 -4.066 0.881
H 1.643 -0.022 -1.960
H 6.182 -1.860 0.670
H 3.803 1.442 -1.151
H -0.988 -2.603 -5.465
H -3.925 5.196 2.155
H -5.135 -0.311 0.120
H -1.159 4.832 -1.091
H -3.836 -0.615 3.325
H 2.527 2.050 -0.122
H 0.486 4.731 -1.745
H 1.625 -3.136 -4.022
H -1.344 1.183 -0.832
H -1.868 3.307 4.598
H 5.149 -1.777 2.167
H 2.720 2.082 2.259
H -2.311 1.951 -2.806
H 3.080 -3.666 -3.089
H 3.014 -5.308 1.504
H 1.438 0.154 6.437
H -4.035 -0.578 -5.304
H 0.792 -0.931 -4.773
H 5.983 1.114 0.986
H 0.407 3.323 1.710
H 2.170 -1.414 6.270
H -0.496 5.550 1.685
H -2.606 -1.367 -3.281
H 2.994 -0.496 -0.234
H -3.778 5.101 3.921
H -3.329 3.703 2.956
H 0.659 -5.675 -2.969
H 4.324 -0.107 0.907
H -6.081 1.072 0.728
H 0.717 -1.035 5.326
H 0.317 2.892 -0.506
H 1.475 0.175 1.442
H 1.028 -6.353 0.797
H 6.670 -2.715 2.010
H -0.513 1.538 2.648
H 2.188 1.855 4.705
H 2.668 -0.157 -3.398
H 3.924 1.019 3.004
H -4.803 -0.026 4.739
H -5.296 0.400 3.162
H 0.243 5.684 -4.027
H -0.704 -0.966 -2.227
H -2.606 0.962 5.612
H -6.099 0.585 -1.043
H -1.743 4.336 1.200
H -0.985 -6.523 -0.729
H -4.425 1.088 -2.326

Values from the calculation:
Total energy in hartree: -3505.73597
Kohn-Sham gap in eV: 6.9
HOMO level in eV: -10.49
Net charge: +1
Energy above the lowest of the compared OMol25 structures with the same formula, charge and spin in kcal per mole: 0.00


DFT (ωB97M-V/def2-TZVPD) results for C8H10B2F14O4Sn as an isolated structure in a non-equilibrium geometry.

Geometry (Å):
Sn 0.570 0.920 0.381
F 2.770 -1.181 3.166
F -1.409 4.959 -2.871
F -3.593 -2.724 0.855
F 3.009 1.254 -1.910
F 3.117 0.644 2.155
F 4.092 -0.741 -2.262
F 1.192 0.487 3.224
F -2.746 3.318 -2.509
F 1.776 -0.414 -2.012
F -2.116 3.778 -4.506
F 3.168 0.590 4.424
F -1.788 -3.908 0.661
F 3.102 -0.125 -0.356
F -2.973 -4.036 2.489
O -0.337 2.106 -4.179
O -0.133 2.529 -2.030
O -1.319 -1.135 1.472
O -1.566 -2.270 3.496
C -2.580 -3.215 1.539
C 0.602 1.126 -4.285
C -0.629 2.758 -3.122
C -1.419 -1.421 5.699
C 0.374 0.411 -5.536
C -1.758 3.757 -3.227
C -0.817 -1.417 4.297
C -1.731 -2.104 2.163
B 2.510 0.128 3.300
B 3.033 -0.059 -1.653
H -2.498 -1.268 5.704
H -0.586 -0.078 -5.700
H -0.986 -0.642 6.326
H 1.074 -0.421 -5.613
H -1.213 -2.368 6.198
H 0.498 1.021 -6.431
H 1.627 1.487 -4.212
H 0.206 -1.788 4.362
H -0.926 -0.381 3.976
H 0.403 0.424 -3.475

Values from the calculation:
Total energy in hartree: -2273.84779
Kohn-Sham gap (spin up / spin down) in eV: 7.2 / 2.4
2S+1: 2
HOMO level (spin up / spin down) in eV: -14.28 / -14.28
Net charge: +1
Energy above the lowest of the compared OMol25 structures with the same formula, charge and spin in kcal per mole: 1.45


DFT (ωB97M-V/def2-TZVPD) results for C22H25MnN6O6S3 as an isolated structure in a non-equilibrium geometry.

Geometry (Å):
Mn 0.366 0.918 -0.395
S 2.534 -0.008 1.359
S -0.220 -0.065 1.732
S -1.740 -1.584 -0.204
O -2.068 -2.469 -1.254
O 3.560 0.138 2.322
O 1.227 -0.680 2.113
O 3.779 2.541 -1.657
O -0.561 -1.924 0.632
O 1.828 1.485 -1.365
N -0.371 1.267 -2.236
N 1.807 1.395 1.003
N -0.522 2.604 1.911
N 0.465 1.681 3.794
N -1.244 -0.091 -0.803
N -0.744 2.472 0.511
C -1.902 -0.269 -3.242
C 2.659 -2.344 -1.909
C -5.720 0.198 3.953
C -4.780 -0.269 2.891
C 2.149 -1.563 -0.899
C 0.048 1.589 2.566
C -3.181 -1.901 2.075
C 4.040 -2.593 -2.011
C -1.606 0.300 -4.470
C 4.578 -3.480 -3.076
C -4.069 -1.466 3.041
C 4.899 -2.016 -1.068
C 2.895 2.184 -0.959
C 4.413 -1.234 -0.040
C -3.726 0.051 0.731
C -3.005 -1.126 0.933
C -1.235 0.251 -2.139
C -0.664 1.326 -4.568
C 3.035 -1.020 0.031
C 2.778 2.403 0.556
C -4.607 0.468 1.713
C -0.043 1.781 -3.426
H -2.097 -0.066 -5.363
H 0.699 2.568 -3.451
H -5.865 1.276 3.916
H 0.543 2.556 4.301
H 2.413 3.408 0.770
H -0.523 3.360 0.060
H -4.226 -2.076 3.922
H -5.202 1.361 1.558
H -3.631 0.595 -0.201
H 3.752 2.284 1.030
H 5.082 -0.799 0.690
H -1.744 2.317 0.360
H 1.072 -1.444 -0.811
H 5.965 -2.186 -1.137
H -6.701 -0.264 3.809
H -0.538 3.541 2.296
H -2.593 -1.091 -3.137
H 1.988 -2.794 -2.629
H -0.419 1.769 -5.523
H 5.610 -3.238 -3.323
H 0.828 0.863 4.270
H 3.967 -3.457 -3.977
H -5.381 -0.094 4.946
H 4.581 -4.513 -2.714
H -2.634 -2.829 2.190

Values from the calculation:
Total energy in hartree: -3977.68446
Kohn-Sham gap (spin up / spin down) in eV: 5.6 / 6.3
2S+1: 2
HOMO level (spin up / spin down) in eV: -17.43 / -17.44
Net charge: +3


DFT (ωB97M-V/def2-TZVPD) results for one molecule with the formula C5H9NO4 in a non-equilibrium geometry.

Geometry (Å):
O 1.313 2.345 -0.842
O 1.671 -0.585 1.855
O 0.235 -0.051 -1.351
O 2.478 -1.088 -0.225
N -0.585 -0.045 0.925
C -0.205 -1.316 -1.782
C 0.463 0.292 -0.008
C 0.976 1.719 0.143
C 1.639 -0.555 0.508
C -1.754 0.694 0.692
H 0.940 2.008 1.127
H -0.192 -1.212 -2.954
H -2.010 1.156 1.691
H -1.279 -1.453 -1.595
H -0.669 -1.026 0.895
H -2.658 0.057 0.290
H -1.530 1.417 -0.057
H 0.860 -0.057 2.175
H 0.307 -2.298 -1.488

Values from the calculation:
Total energy in hartree: -551.56252
Kohn-Sham gap in eV: 10.3
HOMO level in eV: -10.16
Net charge: 0
Energy above the lowest of the compared OMol25 structures with the same formula, charge and spin in kcal per mole: 79.86


DFT (ωB97M-V/def2-TZVPD) results for C50H64IrN4OP2S2Si2 as an isolated structure.

Geometry (Å):
Ir 0.050 -0.239 -0.370
S -2.551 -0.777 -2.356
S 2.431 -2.059 -2.025
P -1.341 2.103 0.091
P -0.975 -0.466 2.160
Si 0.176 2.415 -2.611
Si -0.634 -3.418 1.370
O -1.408 -1.277 -1.478
N -0.564 -1.701 1.185
N 1.609 0.491 0.520
N -0.589 1.619 -1.283
N 1.476 -0.788 -2.030
C -0.628 6.093 0.727
C -4.231 -1.093 -0.254
C 2.475 -0.874 4.350
C 1.098 0.727 5.498
C -2.358 -1.735 -3.873
C 0.127 0.592 4.516
C 3.239 -1.532 -5.954
C 1.500 -1.008 3.371
C -1.999 -3.196 -3.653
C 4.603 -3.352 -5.164
C 0.664 4.861 2.338
C -0.604 -4.017 3.153
C -0.718 3.681 0.755
C 0.313 -0.285 3.448
C -4.833 -1.033 4.598
C 2.699 -1.378 -4.682
C -2.486 -1.468 4.319
C -3.888 2.947 0.803
C 5.332 -2.145 0.771
C -2.229 -4.057 0.619
C 3.714 1.420 1.735
C -0.612 4.042 -3.097
C 3.374 2.328 2.916
C 3.951 -1.712 -1.138
C -4.002 -1.589 -1.671
C -3.072 2.533 -0.250
C 0.174 3.669 1.823
C 6.252 -1.220 0.304
C 2.272 -0.012 5.420
C -3.662 -1.642 5.030
C 4.074 -3.206 -3.893
C -3.650 -0.080 2.739
C -5.763 3.093 -0.693
C -3.612 2.414 -1.526
C 4.861 -0.770 -1.606
C 2.526 0.922 1.051
C -2.475 -0.697 3.156
C -4.825 -0.244 3.457
C -1.041 0.808 1.097
C 4.169 -2.394 0.049
C 0.274 6.072 1.783
C 4.188 -2.513 -6.193
C -1.132 4.903 0.226
C 6.013 -0.526 -0.879
C -4.954 2.699 -1.748
C 3.131 -2.210 -3.666
C 0.788 -4.253 0.484
C 1.997 2.745 -2.246
C -0.013 1.298 -4.107
C -5.228 3.217 0.585
H 1.335 4.856 3.188
H -3.470 3.057 1.799
H 0.169 0.252 -3.851
H -3.091 -3.522 1.029
H 1.648 -1.690 2.540
H -2.860 -3.793 -3.359
H 0.471 -5.237 0.129
H -0.386 4.857 -2.411
H 5.339 -4.122 -5.353
H 4.292 2.598 3.436
H 2.627 2.661 -3.136
H 0.655 7.000 2.188
H 3.024 0.082 6.193
H -3.331 -1.254 0.341
H -3.293 -1.598 -4.422
H -2.225 -3.921 -0.465
H -0.267 -5.057 3.151
H -4.827 -1.349 -2.346
H 5.521 -2.686 1.689
H 4.276 0.544 2.061
H -5.733 0.246 3.126
H -4.480 -0.029 -0.234
H -5.047 -1.650 0.207
H 7.164 -1.039 0.858
H -1.028 1.391 -4.503
H 1.983 0.042 -2.326
H -1.575 -1.211 -4.421
H 4.327 1.943 0.997
H -6.808 3.313 -0.864
H 2.913 -0.884 -6.756
H -1.866 4.927 -0.569
H -3.664 -2.245 5.929
H -2.976 2.094 -2.341
H 0.067 -3.457 3.807
H -5.367 2.616 -2.745
H -5.749 -1.165 5.159
H 1.645 -4.409 1.146
H 2.712 1.821 3.618
H -1.604 -4.004 3.589
H -0.222 4.324 -4.080
H 2.115 3.759 -1.857
H 4.605 -2.631 -7.184
H 0.443 2.712 2.260
H 0.675 1.589 -4.906
H -1.571 -1.919 4.680
H -1.229 -3.285 -2.885
H 6.736 0.194 -1.241
H 1.944 -0.626 -4.487
H -2.365 -5.122 0.828
H -3.815 -2.662 -1.690
H 4.683 -0.253 -2.542
H 2.893 3.240 2.572
H 3.445 -3.119 0.396
H -5.856 3.535 1.407
H -0.793 1.162 4.591
H 1.107 -3.678 -0.382
H -3.634 0.533 1.846
H 4.399 -3.852 -3.086
H -0.953 7.037 0.309
H -1.698 3.958 -3.190
H 3.387 -1.456 4.289
H 2.382 2.068 -1.481
H -1.606 -3.614 -4.579
H 0.935 1.400 6.329

Values from the calculation:
Total energy in hartree: -4400.25017
Kohn-Sham gap in eV: 7.2
HOMO level in eV: -8.92
Net charge: +1
Energy above the lowest of the compared OMol25 structures with the same formula, charge and spin in kcal per mole: 0.00


DFT (ωB97M-V/def2-TZVPD) results for one molecule with the formula C6H6.

Geometry (Å):
C -2.607 0.636 0.309
C -0.201 -0.335 -0.319
C -1.289 0.107 -0.047
C 1.120 -0.908 -0.619
C 3.179 0.418 0.432
C 2.245 -0.113 -0.107
H 4.002 0.847 0.957
H 1.210 -1.886 -0.132
H -3.359 -0.160 0.315
H 1.219 -1.094 -1.696
H -2.934 1.404 -0.399
H -2.586 1.085 1.308

Values from the calculation:
Total energy in hartree: -232.09194
Kohn-Sham gap in eV: 10.5
HOMO level in eV: -9.57
Net charge: 0
Energy above the lowest of the compared OMol25 structures with the same formula, charge and spin in kcal per mole: 84.33


DFT (ωB97M-V/def2-TZVPD) results for C3H4BrIO as an isolated structure in a non-equilibrium geometry.

Geometry (Å):
I -3.501 -0.597 -0.024
Br -1.822 2.168 0.160
O 1.679 -0.003 0.729
C 0.673 -0.651 0.127
C 1.596 0.105 -0.674
C -1.956 0.420 0.839
H 1.148 1.043 -0.901
H -0.692 -0.413 0.707
H 0.424 -1.773 0.208
H 2.450 -0.299 -1.171

Values from the calculation:
Total energy in hartree: -3063.41106
Kohn-Sham gap (spin up / spin down) in eV: 7.2 / 6.9
HOMO level (spin up / spin down) in eV: -8.19 / -8.22
Net charge: 0
Energy above the lowest of the compared OMol25 structures with the same formula, charge and spin in kcal per mole: 130.43